DFT (ωB97M-V/def2-TZVPD) results for a structure of composition C12H5F5KS.

Results
Net charge: -1
HOMO level (eV): -3.89
Energy (eV): -53272.9967

Each line ends with the Mulliken charge.
Geometry (Å):
K -0.26 0.14 -0.31  0.83
F 4.99 1.22 -4.98  -0.32
C 4.03 1.60 -4.11  0.68
C 3.45 0.69 -3.26  -0.15
F 3.83 -0.60 -3.30  -0.32
C 2.47 1.10 -2.38  0.54
F 1.96 0.14 -1.57  -0.38
C 2.01 2.42 -2.27  -0.18
S 0.79 2.92 -1.15  -0.60
C 2.64 3.30 -3.15  0.43
F 2.30 4.60 -3.15  -0.34
C 3.62 2.92 -4.05  0.02
F 4.19 3.82 -4.86  -0.31
C -4.85 -2.80 -1.10  -0.26
C -3.63 -3.15 -1.67  -0.51
C -2.45 -2.53 -1.25  0.14
C -2.39 -1.54 -0.24  -1.18
C -3.66 -1.23 0.29  -0.03
C -4.86 -1.82 -0.11  -0.50
H -5.77 -3.28 -1.42  0.33
H -3.60 -3.90 -2.46  0.30
H -1.53 -2.85 -1.74  0.24
H -3.74 -0.47 1.08  0.24
H -5.80 -1.53 0.35  0.30

DFT (ωB97M-V/def2-TZVPD) results for a structure of composition C43H33AsCl12FO2 at a distorted geometry.

Results
Net charge: -1
HOMO level (eV): -4.52
Energy (eV): -263040.6374

Each line ends with the Mulliken charge.
Geometry (Å):
O 0.28 4.75 3.32  -0.62
C -0.43 4.05 2.54  0.47
O -1.66 3.45 2.85  -0.54
As -1.57 1.59 2.98  -0.09
F 0.12 1.63 3.79  -0.55
C 0.13 3.87 1.03  0.53
C -0.99 3.71 -0.06  -0.35
C -0.65 3.49 -1.56  0.05
C 0.87 3.43 -1.92  -0.58
C 2.00 3.62 -0.86  -0.54
C 1.64 3.85 0.67  -0.58
H -0.98 1.42 1.56  0.04
H -1.57 0.02 3.12  0.09
H -2.28 1.65 4.38  0.08
H -3.00 1.50 2.32  0.02
H -2.09 3.75 0.27  0.33
H -1.51 3.35 -2.30  -0.01
H 1.13 3.24 -3.02  0.28
H 3.10 3.56 -1.18  0.45
H 2.42 3.99 1.48  0.56
Cl 5.49 -0.30 0.23  -0.24
C 5.45 0.62 1.69  0.34
C 4.53 1.65 1.89  0.70
Cl 3.34 2.08 0.71  -0.14
C 4.55 2.37 3.09  -0.60
C 5.48 2.06 4.07  -0.56
C 6.39 1.03 3.87  -0.88
C 6.38 0.31 2.68  -0.61
H 3.84 3.17 3.25  0.41
H 5.49 2.63 5.00  0.48
H 7.11 0.79 4.64  0.59
H 7.09 -0.49 2.53  0.39
Cl -5.50 2.58 -0.44  -0.22
C -4.84 1.27 -1.36  0.30
C -4.02 1.48 -2.47  0.37
Cl -3.58 3.06 -3.00  -0.23
C -3.52 0.39 -3.18  -0.61
C -3.85 -0.91 -2.79  -0.41
C -4.66 -1.11 -1.68  0.29
C -5.16 -0.02 -0.97  -0.72
H -2.88 0.54 -4.04  0.39
H -3.46 -1.75 -3.34  0.47
H -4.91 -2.12 -1.37  -0.04
H -5.80 -0.19 -0.11  0.42
Cl 4.11 -1.11 -6.25  -0.21
C 5.44 -1.35 -5.17  0.37
C 5.35 -1.07 -3.81  0.40
Cl 3.91 -0.45 -3.08  -0.13
C 6.46 -1.28 -2.98  0.16
C 7.64 -1.77 -3.52  -0.74
C 7.72 -2.06 -4.87  -0.40
C 6.62 -1.85 -5.70  -0.46
H 6.40 -1.05 -1.92  0.00
H 8.50 -1.93 -2.87  0.36
H 8.65 -2.45 -5.29  0.35
H 6.70 -2.08 -6.76  0.38
Cl 8.49 2.69 5.17  -0.18
C 8.63 4.41 5.22  0.39
C 7.72 5.22 5.90  0.28
Cl 6.37 4.58 6.76  -0.19
C 7.89 6.61 5.90  -0.43
C 8.96 7.18 5.22  -0.48
C 9.87 6.37 4.55  -0.46
C 9.71 4.99 4.55  -0.42
H 7.18 7.24 6.42  0.40
H 9.09 8.26 5.22  0.35
H 10.71 6.82 4.03  0.35
H 10.43 4.37 4.03  0.38
Cl -2.18 -6.23 -4.37  -0.21
C -3.71 -6.10 -3.57  0.25
C -3.97 -5.09 -2.64  0.42
Cl -2.80 -3.89 -2.22  -0.15
C -5.22 -5.04 -2.02  -0.70
C -6.20 -5.97 -2.32  -0.16
C -5.93 -6.97 -3.26  -0.65
C -4.69 -7.03 -3.88  -0.41
H -5.43 -4.26 -1.29  0.51
H -7.17 -5.93 -1.83  0.29
H -6.70 -7.71 -3.50  0.38
H -4.49 -7.82 -4.60  0.40
Cl -8.14 -4.36 -1.27  -0.14
C -9.76 -4.60 -0.71  0.35
C -10.15 -5.76 -0.04  0.34
Cl -9.05 -7.05 0.30  -0.20
C -11.47 -5.90 0.37  -0.39
C -12.40 -4.89 0.13  -0.49
C -12.00 -3.74 -0.54  -0.48
C -10.69 -3.59 -0.96  -0.47
H -11.79 -6.80 0.89  0.39
H -13.43 -5.01 0.45  0.35
H -12.72 -2.95 -0.73  0.36
H -10.39 -2.69 -1.47  0.38

- What is the net charge in the second record?
  -1